1.
A 15-piece molecular cluster, C4H38O15 overall in a non-equilibrium geometry. Source: OMol25; level of theory: ωB97M-V/def2-TZVPD.

Summary:
Multiplicity: 2
Charge: +1
HOMO-LUMO gap (alpha / beta) in hartree: 0.356 / 0.097
HOMO (alpha / beta) in eV: -12.77 / -12.55
Energy in Ha: -1303.35241
⟨S²⟩: 0.754
Lowest unoccupied orbital energy (alpha / beta) in eV: -3.1 / -9.9

Geometry as XYZ:
```
57
C4H38O15 ωB97M-V/def2-TZVPD
O -2.823 -2.434 -1.125
O 0.281 2.321 -2.510
O 0.686 -3.210 2.532
O 0.671 -0.640 -3.077
O -1.123 1.814 3.617
O 0.239 -0.855 3.977
O -0.516 -3.677 -3.007
O 2.460 1.859 3.761
O 3.653 1.560 1.116
O 2.016 3.416 -0.320
O -1.013 -3.891 0.541
O 1.240 -1.824 0.392
O -1.222 -1.340 -4.564
O -0.593 4.292 -0.071
O -2.063 1.325 -3.735
C 1.270 -0.468 0.788
C -2.303 0.647 -0.377
C -0.234 -0.140 0.984
C -0.812 0.128 -0.363
H 1.588 2.218 3.616
H 0.550 0.180 -2.491
H 1.051 -1.994 -0.589
H -0.654 1.152 3.064
H 1.466 -0.335 -3.553
H -2.520 1.551 -0.900
H -0.458 2.153 4.190
H -0.605 -1.470 -3.820
H 1.770 -0.622 1.793
H -1.195 -3.771 -2.356
H 0.296 2.552 -1.550
H -0.615 -1.106 1.332
H -1.468 -0.401 -4.616
H -3.619 -2.832 -0.863
H -0.437 -1.052 4.602
H -2.648 0.685 0.696
H -1.233 3.842 0.510
H 2.887 3.405 0.021
H -0.882 -3.176 -3.751
H 1.290 -3.760 2.995
H 1.875 4.234 -0.827
H -2.577 0.696 -3.135
H -2.063 -2.688 -0.616
H 2.404 0.923 3.992
H 1.076 -2.724 1.730
H -1.235 1.512 -3.281
H -0.840 -3.454 1.408
H -0.223 0.803 -0.954
H -0.202 0.572 1.739
H 1.964 0.155 0.100
H 0.199 4.226 0.532
H 3.607 1.830 2.083
H -3.096 -0.069 -0.651
H 4.577 1.750 1.006
H 0.422 -1.573 3.378
H -0.338 -4.596 0.495
H 0.820 3.062 -2.880
H -0.750 -0.762 -1.008
```

***

2.
A 14-piece molecular cluster, C4H39N2O14 overall in a non-equilibrium geometry. Source: OMol25; level of theory: ωB97M-V/def2-TZVPD.

Summary:
Charge: +1
HOMO-LUMO gap in hartree: 0.355
HOMO in eV: -12.00
Energy in Ha: -1338.38610
Lowest unoccupied orbital energy in eV: -2.4

Geometry as XYZ:
```
59
C4H39N2O14 ωB97M-V/def2-TZVPD
O -1.009 3.323 -2.022
O -4.165 -0.164 -0.322
O 3.976 0.725 0.355
O 2.205 -0.223 -2.625
O 1.561 -3.463 -1.159
O -0.712 -2.796 0.193
O 3.411 -2.276 0.431
O -2.135 1.003 -2.475
O -0.001 -1.373 -3.323
O -0.821 3.739 0.692
O -3.731 -2.644 0.465
O -2.930 1.061 3.243
O 2.228 3.384 1.212
O 1.342 -2.478 2.406
N 0.163 1.318 2.793
N -1.360 0.315 0.170
C 0.360 0.090 1.967
C 1.491 0.651 -1.759
C 0.214 0.444 0.473
C 0.905 -0.342 -0.701
H -1.594 0.473 -2.993
H 0.651 -1.969 -2.805
H -1.639 0.976 -0.686
H -1.971 0.626 1.015
H -3.401 1.825 3.258
H -4.390 -1.045 -0.507
H 3.794 -1.432 0.623
H -1.259 4.185 -2.400
H -0.324 -0.686 2.262
H 2.040 1.510 -1.290
H 4.813 1.080 0.166
H -1.418 -2.817 -0.541
H 2.427 -3.048 -0.896
H -0.872 3.321 -0.102
H -2.271 1.183 3.970
H -1.159 2.675 -2.640
H 3.428 1.361 0.772
H 0.199 -1.096 -1.117
H 3.095 -0.447 -2.326
H 2.301 3.465 2.188
H -4.189 -2.303 1.354
H 0.344 1.565 0.322
H -3.029 1.005 -2.714
H -1.615 -0.629 -0.063
H 1.369 3.602 0.924
H 1.807 -4.242 -1.769
H 0.463 -0.948 -4.030
H -4.946 0.283 0.069
H -1.537 4.322 0.723
H 1.401 -2.534 3.388
H 1.703 -1.079 -0.001
H -3.180 -3.425 0.781
H 2.835 -2.585 1.223
H -0.072 -3.364 -0.317
H 0.629 -3.108 2.144
H 0.724 0.958 -2.425
H 1.319 -0.449 2.097
H -0.642 1.882 2.432
H 0.978 1.879 2.727
```

***

3.
A 15-piece molecular cluster, C4H39N2O14 overall in a non-equilibrium geometry. Source: OMol25; level of theory: ωB97M-V/def2-TZVPD.

Summary:
Charge: +1
HOMO-LUMO gap in hartree: 0.298
HOMO in eV: -11.01
Energy in Ha: -1338.42462
Lowest unoccupied orbital energy in eV: -2.9

Geometry as XYZ:
```
59
C4H39N2O14 ωB97M-V/def2-TZVPD
O -0.254 1.822 -4.286
O 1.278 -3.775 0.094
O -0.856 -1.002 -3.211
O -1.274 1.390 -1.418
O -0.080 0.586 3.089
O -2.520 -1.189 1.044
O 2.853 -3.039 -2.270
O -3.948 2.309 -0.847
O -3.743 -1.886 -2.990
O -1.418 -3.790 1.328
O 0.525 -2.364 2.773
O -2.880 0.999 3.273
O -1.211 3.968 0.894
O 0.317 -1.377 -0.582
N 3.016 -0.630 -0.951
N 1.209 0.891 0.681
C 2.085 3.236 2.128
C 2.450 1.324 0.412
C 3.296 0.732 -0.471
C 2.878 2.665 0.970
H 2.521 -3.733 -1.697
H 0.610 -4.389 0.457
H 0.514 -2.330 -0.582
H -1.964 3.818 1.479
H -3.124 1.874 -0.619
H -1.802 0.924 -2.069
H -0.228 -2.894 2.452
H -2.874 -1.601 0.251
H -0.416 -1.204 -1.192
H 0.041 -0.367 2.924
H 2.356 -3.016 -3.092
H 1.015 3.445 2.080
H 0.668 1.399 1.371
H -1.316 4.924 0.786
H -0.032 2.736 -4.485
H 0.773 0.018 0.406
H -1.056 0.530 3.171
H 3.461 -1.320 -0.354
H -1.716 -4.354 2.052
H 2.196 2.659 3.048
H -1.055 -0.187 -3.693
H 0.595 -2.596 3.708
H 1.691 -3.707 0.978
H -2.543 1.845 2.989
H 2.554 4.194 2.364
H -1.026 -1.738 -3.803
H -3.655 -1.621 -2.073
H 1.990 -0.734 -1.039
H 0.490 1.498 -3.772
H -0.331 1.239 -1.487
H -2.096 -3.088 1.291
H 3.202 3.344 0.183
H -4.063 3.177 -0.468
H -3.520 0.628 2.661
H -1.698 -0.731 0.831
H -3.022 -2.487 -3.182
H 3.261 -0.746 -1.933
H 4.039 1.251 -1.046
H 3.838 2.472 1.443
```

***

4.
C4H3AgLiO5 as an isolated structure in a non-equilibrium geometry. Source: OMol25; level of theory: ωB97M-V/def2-TZVPD.

Summary:
Charge: +1
HOMO-LUMO gap in hartree: 0.269
HOMO in eV: -11.91
Energy in Ha: -684.70361
Lowest unoccupied orbital energy in eV: -4.6

Geometry as XYZ:
```
14
C4H3AgLiO5 ωB97M-V/def2-TZVPD
Ag -0.088 1.050 -1.470
O 2.838 -2.122 -0.900
O -5.470 3.205 1.578
O -1.061 0.449 0.327
O 2.809 -0.185 -2.060
O 1.228 -0.561 -0.660
C 0.721 -1.069 0.550
C 2.353 -1.060 -1.180
C -0.450 -0.544 0.950
C -4.547 2.607 1.348
Li -2.544 1.343 0.883
H 1.272 -1.881 1.012
H -0.749 -0.787 1.982
H 3.690 -0.444 -2.360
```

***

5.
One molecule with the formula C4H3Br2NO in a non-equilibrium geometry. Source: OMol25; level of theory: ωB97M-V/def2-TZVPD.

Summary:
HOMO-LUMO gap (alpha / beta) in hartree: 0.265 / 0.265
HOMO (alpha / beta) in eV: -7.53 / -7.53
Energy in Ha: -5432.08541
Lowest unoccupied orbital energy (alpha / beta) in eV: -0.3 / -0.3

Geometry as XYZ:
```
11
C4H3Br2NO ωB97M-V/def2-TZVPD
Br 2.670 1.733 0.107
Br 2.715 -1.914 0.032
O -1.872 1.679 -0.250
N -1.111 -0.432 0.090
C 1.305 0.612 -0.401
C -0.917 0.877 0.221
C 1.200 -0.713 -0.065
C -0.053 -1.285 0.068
H -2.051 -0.821 0.015
H -0.224 -2.335 0.220
H -1.661 2.599 -0.038
```

***

6.
One molecule with the formula C4H3BrF2 in a non-equilibrium geometry. Source: OMol25; level of theory: ωB97M-V/def2-TZVPD.

Summary:
HOMO-LUMO gap in hartree: 0.403
HOMO in eV: -10.43
Energy in Ha: -2927.87890
Lowest unoccupied orbital energy in eV: 0.5

Geometry as XYZ:
```
10
C4H3BrF2 ωB97M-V/def2-TZVPD
Br -3.790 3.079 -1.662
F -1.384 3.571 -2.791
F -2.298 1.832 -3.656
C -0.576 0.782 -0.898
C -2.068 2.446 -2.470
C 0.224 -0.147 -0.198
C -1.313 1.423 -1.576
H 1.033 -0.309 -0.831
H 0.794 0.283 0.650
H -0.393 -1.035 0.135
```

***

7.
A 2-piece molecular cluster, C4H3Cl2N overall in a non-equilibrium geometry. Source: OMol25; level of theory: ωB97M-V/def2-TZVPD.

Summary:
HOMO-LUMO gap (alpha / beta) in hartree: 0.303 / 0.303
HOMO (alpha / beta) in eV: -10.58 / -10.58
Energy in Ha: -1129.17159
Lowest unoccupied orbital energy (alpha / beta) in eV: -2.3 / -2.3

Geometry as XYZ:
```
10
C4H3Cl2N ωB97M-V/def2-TZVPD
Cl 1.838 -0.940 -1.363
Cl -1.706 0.053 0.823
N -1.939 -3.412 -0.937
C -1.182 -2.565 -0.844
C -0.109 0.280 0.185
C 0.444 -0.638 -0.561
C 0.548 1.570 0.594
H 0.789 1.526 1.652
H -0.141 2.396 0.427
H 1.458 1.730 0.023
```

***

8.
A 2-piece molecular cluster, C4H3Cl4N2 overall in a non-equilibrium geometry. Source: OMol25; level of theory: ωB97M-V/def2-TZVPD.

Summary:
Charge: +1
HOMO-LUMO gap (alpha / beta) in hartree: 0.233 / 0.233
HOMO (alpha / beta) in eV: -12.59 / -12.59
Energy in Ha: -2104.11462
Lowest unoccupied orbital energy (alpha / beta) in eV: -6.3 / -6.3

Geometry as XYZ:
```
13
C4H3Cl4N2 ωB97M-V/def2-TZVPD
Cl 2.821 0.988 1.195
Cl -0.741 0.550 -2.920
Cl 4.286 0.482 3.519
Cl 5.723 0.690 1.020
N 1.008 -0.112 -0.968
N -0.198 -0.386 0.767
C 4.259 0.905 1.949
C -0.320 0.096 -1.356
C -1.093 -0.052 -0.251
C 1.111 -0.453 0.295
H -0.550 -0.762 1.671
H -2.164 0.025 -0.180
H 1.842 0.243 -1.464
```